Here is a single C3H2O2S2 molecule at a distorted geometry from OMol25. Energies are from the ωB97M-V functional and the def2-TZVPD basis.

Its orbital gap (spin up / spin down) is 7.6 / 7.4 eV. The value obtained for the relative energy (zero: lowest compared OMol25 entry of this formula, charge and spin) is 3.329 eV. Its energy is -28905.254 eV. As for the net charge: 0.

CARTESIAN COORDINATES (ANGSTROEM)
C1 0.9851 -0.8460 0.0124
C2 1.0355 0.4751 -0.1455
C3 -1.6184 -0.8126 -0.0410
O1 -2.7895 -0.8770 -0.0540
O2 -0.4320 2.5143 0.5216
S1 -0.3983 -1.9447 -0.1284
S2 -0.4839 1.4541 -0.4946
H1 1.9760 -1.1894 0.2647
H2 1.7255 1.2263 0.0648

Cartesian forces (eV/Å) of the 2 atoms listed first:
1.290 1.121 -0.084
-4.227 -0.118 -0.821


Here is a single C4H2 molecule at a distorted geometry from OMol25. Energies are from the ωB97M-V functional and the def2-TZVPD basis.

Its orbital gap is 10.0 eV. The value obtained for the relative energy (zero: lowest compared OMol25 entry of this formula, charge and spin) is 2.818 eV. Its energy is -4173.615 eV. As for the net charge: 0.

CARTESIAN COORDINATES (ANGSTROEM)
C1 0.1609 -0.5553 -1.0386
C2 -0.4559 -0.5702 0.5709
C3 -0.1550 0.5491 1.0625
C4 0.3600 0.6021 -0.4971
H1 0.1214 -1.3426 -1.8488
H2 -0.0314 1.3169 1.7511

Cartesian forces (eV/Å) of the 2 atoms listed first:
-0.524 -0.260 0.201
0.352 -1.159 -1.771


Here is 2 unconnected molecules or ions with the total composition C4H12N2O2 at a distorted geometry from OMol25. Energies are from the ωB97M-V functional and the def2-TZVPD basis.

Its orbital gap is 10.0 eV. The value obtained for the relative energy (zero: lowest compared OMol25 entry of this formula, charge and spin) is 1.745 eV. Its energy is -11417.472 eV. As for the net charge: 0.

CARTESIAN COORDINATES (ANGSTROEM)
N1 -0.0002 -1.0426 1.9235
C1 -0.3746 -0.7901 0.5550
C2 0.5803 -1.2181 -0.5581
C3 0.2005 -0.6221 -1.9326
N2 0.5509 0.7833 -2.0171
C4 -0.3517 1.7956 -2.0595
O1 -0.1202 2.9284 -1.6954
H1 0.9346 -0.6568 2.0526
H2 0.0800 -2.0188 2.1828
H3 -1.3368 -1.2646 0.3291
H4 -0.6464 0.2638 0.4362
H5 1.5705 -0.9028 -0.2188
H6 0.5986 -2.2911 -0.7723
H7 -0.8756 -0.7379 -2.0642
H8 0.7182 -1.2288 -2.6780
H9 1.5237 1.0247 -1.9083
H10 -1.3180 1.5320 -2.5199
O2 -0.7778 1.1500 3.6701
H11 -0.3972 1.6493 4.3977
H12 -0.5590 1.6465 2.8773

Cartesian forces (eV/Å) of the 2 atoms listed first:
0.845 0.129 -0.009
-1.269 -0.672 -0.823


Here is a single C26H14FN5OS molecule at a distorted geometry from OMol25. Energies are from the ωB97M-V functional and the def2-TZVPD basis.

Its orbital gap is 7.9 eV. The value obtained for the relative energy (zero: lowest compared OMol25 entry of this formula, charge and spin) is 0.000 eV. Its energy is -50237.722 eV. As for the net charge: 0.

CARTESIAN COORDINATES (ANGSTROEM)
N1 -2.2113 -8.7921 -1.0360
C1 -1.6394 -7.7995 -0.7661
C2 -0.7970 -6.6823 -0.3934
C3 -1.2833 -5.3729 -0.5021
C4 -0.4661 -4.2891 -0.0568
C5 0.8540 -4.5214 0.4720
N2 1.7606 -3.5327 0.7181
C6 2.1332 -2.4077 0.0449
N3 1.2223 -1.6903 -0.6195
C7 1.7216 -0.6848 -1.2705
O1 0.9304 0.1103 -2.0698
C8 -0.1907 0.6488 -1.3363
C9 -1.3809 0.8465 -2.0515
C10 -2.5168 1.4182 -1.4455
C11 -2.4193 1.9517 -0.1146
C12 -3.5516 2.5869 0.4721
C13 -4.1617 3.7550 -0.1202
C14 -5.2706 4.3475 0.4896
C15 -5.6444 3.9671 1.8075
C16 -6.7308 4.5945 2.4883
N4 -7.4442 5.0526 3.2930
C17 -5.0396 2.8284 2.4692
C18 -3.9278 2.2517 1.8367
F1 -3.3224 1.1919 2.4281
C19 -1.1720 1.7891 0.5474
C20 -0.0811 1.1657 -0.0748
C21 2.9983 -0.4813 -1.4796
S1 3.8400 0.8009 -2.2877
C22 5.4000 0.3561 -1.5239
C23 5.2940 -0.7741 -0.7265
C24 3.9205 -1.2687 -0.7498
N5 3.4710 -2.2318 0.0194
C25 1.2467 -5.8458 0.7586
C26 0.4378 -6.9128 0.2272
H1 -2.3269 -5.0646 -0.7812
H2 -0.9278 -3.2616 0.0384
H3 2.4864 -3.8209 1.3574
H4 -1.3476 0.5710 -3.0603
H5 -3.4192 1.6783 -2.0043
H6 -3.7877 4.2765 -1.0452
H7 -5.7721 5.2263 0.1153
H8 -5.5374 2.5340 3.3913
H9 -0.9746 2.1762 1.5353
H10 0.7419 0.9494 0.4789
H11 6.3111 0.7942 -1.7243
H12 6.1277 -1.1907 -0.1755
H13 2.2844 -6.0108 1.1354
H14 0.8011 -7.9839 0.3818

Cartesian forces (eV/Å) of the 2 atoms listed first:
1.318 2.751 0.677
-0.766 -2.613 -0.653


Here is a gas-phase ion, C6H13N2 (charge +1) at a distorted geometry from OMol25. Energies are from the ωB97M-V functional and the def2-TZVPD basis.

Its orbital gap is 9.9 eV. The value obtained for the relative energy (zero: lowest compared OMol25 entry of this formula, charge and spin) is 2.357 eV. Its energy is -9404.511 eV. As for the net charge: +1.

CARTESIAN COORDINATES (ANGSTROEM)
C1 0.3123 -1.7983 0.5954
C2 0.0719 -0.5343 -0.2424
N1 1.1125 0.4519 0.1211
C3 2.4600 0.2435 -0.4723
C4 0.5548 1.7325 0.3073
C5 -0.7594 1.6297 0.5371
N2 -1.1743 0.2138 0.2135
C6 -2.4199 -0.0024 -0.6035
H1 -0.2374 -1.9176 1.5556
H2 1.2866 -1.8979 0.9196
H3 0.1471 -2.7483 0.0361
H4 0.1057 -0.6219 -1.4066
H5 2.8025 -0.5760 0.1513
H6 2.5446 0.0516 -1.4687
H7 3.0503 1.0343 -0.1951
H8 1.1924 2.6085 0.3639
H9 -1.5967 2.3577 0.8546
H10 -1.4148 -0.2565 1.1090
H11 -1.9976 -0.0882 -1.6422
H12 -3.0352 -0.8341 -0.1775
H13 -3.0054 0.9523 -0.5562

Cartesian forces (eV/Å) of the 2 atoms listed first:
-2.295 -1.695 -1.026
1.331 1.127 -0.161


Here is 2 unconnected molecules or ions with the total composition C3H3ClFN at a distorted geometry from OMol25. Energies are from the ωB97M-V functional and the def2-TZVPD basis.

Its orbital gap (spin up / spin down) is 8.9 / 8.8 eV. The value obtained for the relative energy (zero: lowest compared OMol25 entry of this formula, charge and spin) is 5.308 eV. Its energy is -19883.873 eV. As for the net charge: 0.

CARTESIAN COORDINATES (ANGSTROEM)
C1 2.0931 0.5639 -0.0024
C2 -1.7797 -0.9632 0.0326
C3 -0.9718 0.0471 0.0273
N1 1.5596 -0.5176 -0.1069
F1 -3.2024 -0.7709 -0.2037
Cl1 -0.6881 1.6247 -0.0724
H1 3.1836 0.5836 0.0406
H2 1.5131 1.4713 -0.0220
H3 -1.7074 -2.0390 0.3068

Cartesian forces (eV/Å) of the 2 atoms listed first:
1.217 0.746 -0.131
-2.774 -0.572 0.112